C23H24N6O2 | wB97M-V/def2-TZVPD

Calculated values
net charge	0
relative energy (zero: lowest compared OMol25 entry of this formula, charge and spin)	22.23	kcal/mol
SMILES string	COc1ccccc1CNc1ccc2nnc(CCNC(=O)c3ccc(C)cc3)n2n1

XYZ file:
```
55
Properties=species:S:1:pos:R:3:lowdin_charge:R:1
C -6.4578 2.2627 3.1609 -0.079
O -5.6319 2.1038 2.0326 -0.103
C -4.4284 2.7591 2.0053 -0.224
C -3.9137 3.5008 3.0597 -0.022
C -2.6766 4.1131 2.9376 -0.082
C -1.9470 3.9953 1.7707 -0.085
C -2.4627 3.2594 0.7164 -0.044
C -3.6963 2.6426 0.8146 -0.147
C -4.2542 1.8155 -0.3164 -0.128
N -4.4187 0.4249 0.0562 0.049
C -3.3332 -0.3579 0.2647 -0.308
C -3.5149 -1.6686 0.8327 0.015
C -2.4553 -2.5010 0.9772 0.028
C -1.1948 -2.0263 0.5546 -0.284
N 0.0137 -2.5477 0.5509 0.065
N 0.8400 -1.6405 0.0387 0.048
C 0.1685 -0.5525 -0.2777 -0.262
C 0.7042 0.7019 -0.8632 -0.083
C 2.0744 1.0594 -0.2673 -0.168
N 3.0264 0.0040 -0.4955 0.061
C 3.9272 0.0630 -1.5053 -0.454
O 4.1662 1.0907 -2.1168 0.053
C 4.6511 -1.2125 -1.7755 -0.135
C 4.0789 -2.4659 -1.5738 -0.019
C 4.7949 -3.6086 -1.8780 -0.040
C 6.0880 -3.5358 -2.3833 -0.281
C 6.8449 -4.7829 -2.7252 -0.054
C 6.6490 -2.2817 -2.5932 -0.039
C 5.9375 -1.1352 -2.3010 -0.013
N -1.1383 -0.7456 0.0287 0.015
N -2.1631 0.0937 -0.1209 0.182
H -5.9940 1.8470 4.0612 0.097
H -7.3700 1.7099 2.9396 0.094
H -6.7068 3.3142 3.3315 0.099
H -4.4633 3.6063 3.9816 0.102
H -2.2873 4.6831 3.7677 0.105
H -0.9827 4.4707 1.6799 0.102
H -1.9041 3.1621 -0.2019 0.105
H -5.2371 2.1916 -0.6093 0.131
H -3.5748 1.8525 -1.1694 0.119
H -5.2331 0.2249 0.6167 0.129
H -4.5085 -1.9635 1.1318 0.110
H -2.5325 -3.4908 1.3955 0.120
H -0.0175 1.4988 -0.6769 0.098
H 0.8156 0.5794 -1.9447 0.131
H 2.4632 1.9602 -0.7478 0.118
H 1.9788 1.2306 0.8095 0.125
H 2.7507 -0.8952 -0.1196 0.087
H 3.0685 -2.5630 -1.2027 0.095
H 4.3407 -4.5770 -1.7216 0.112
H 6.5746 -5.5967 -2.0560 0.076
H 7.9178 -4.6156 -2.6653 0.075
H 6.6082 -5.0929 -3.7439 0.084
H 7.6507 -2.2055 -2.9922 0.110
H 6.3650 -0.1585 -2.4721 0.116
```

***

C5H14N3SSn | wB97M-V/def2-TZVPD

Calculated values
net charge	+1

XYZ file:
```
24
Properties=species:S:1:pos:R:3:lowdin_charge:R:1
C -0.1967 0.7414 -3.6183 -0.350
Sn 0.2690 -0.7895 -2.2877 0.843
N -1.2304 -1.7488 -0.0236 -0.107
H 1.0298 -2.3504 -2.6732 -0.056
H -0.4177 -1.8985 0.5824 0.032
H -1.3708 -1.0042 -1.6558 -0.027
H -0.5878 0.1211 -4.4180 -0.006
H 0.6706 1.3608 -3.8283 0.000
H -1.0178 1.2142 -3.0724 -0.007
H -1.8338 -0.9423 0.1354 0.014
H -1.6983 -2.5550 -0.4517 0.049
C 1.9710 -0.4023 2.1878 -0.006
N 0.8055 0.3952 1.7952 -0.108
C -0.2671 0.7152 2.6291 -0.008
C -1.1523 1.4466 1.8884 -0.029
N -0.6178 1.5276 0.6113 0.087
C 0.5726 0.8671 0.5373 -0.698
S 1.6256 0.6935 -0.8271 0.647
H 1.6660 -1.3422 2.6742 0.109
H 2.5659 -0.6213 1.2954 0.064
H 2.5980 0.1626 2.8905 0.111
H -0.3002 0.4337 3.6709 0.140
H -2.0817 1.9289 2.1335 0.132
H -1.0017 2.0465 -0.1754 0.174
```

***

C6H6AlBNaO15P | wB97M-V/def2-TZVPD

Calculated values
net charge	+2

XYZ file:
```
31
Properties=species:S:1:pos:R:3:lowdin_charge:R:1
O 4.3822 3.2193 -1.5588 0.149
C 4.4398 4.1498 -0.7942 -0.619
O 5.3795 5.0313 -0.7134 0.240
O 3.3967 4.3331 0.1167 0.019
P 2.1707 5.0717 -0.5556 0.326
O 1.1468 5.4087 0.3877 -0.162
O 1.4497 4.0644 -1.6423 -0.168
O 2.7450 6.2748 -1.3297 0.004
H 6.0832 4.7266 -1.2988 0.171
H 1.9844 3.2779 -1.8220 0.070
H 2.0937 6.6412 -1.9378 0.131
Na 0.5099 2.6721 -0.7938 0.755
B -2.0947 -2.2838 1.6553 -0.839
O -1.5035 -3.6556 1.7825 0.293
C -2.4172 -4.5109 1.5055 -0.357
O -2.2571 -5.7336 1.5262 -0.132
C -3.7063 -3.7845 1.1587 -0.398
O -4.7267 -4.3015 0.8365 0.248
O -3.4867 -2.4861 1.2601 0.274
O -1.9897 -1.5466 2.9034 0.297
C -1.2951 -0.4363 2.7013 -0.333
O -1.0254 0.3874 3.4937 0.295
C -0.8824 -0.3852 1.1987 -0.309
O -0.2550 0.4851 0.6911 0.203
O -1.3659 -1.4857 0.6211 0.244
C -1.3779 -3.5775 -1.8962 -0.086
O -2.2221 -3.2539 -0.9763 0.177
H -1.8729 -3.9226 -2.8594 0.217
H -0.7520 -2.7234 -2.2910 0.201
H -0.6477 -4.3642 -1.6475 0.113
Al -1.9033 -7.2920 0.2780 0.978
```

***

no.,frontier orbital gap (eV),energy (Eh)
1,8.83,-1369.87369
2,8.12,-975.34892
3,3.47,-2131.35773